[1]
Computed, not measured: a 2-piece molecular cluster, C6H12O overall, with ωB97M-V/def2-TZVPD.

## Properties
- LUMO level: 0.774 eV
- F_max: 0.028 hartree/bohr
- Energy above the lowest of the compared OMol25 structures with the same formula, charge and spin: 49.5 kcal per mole
- E_tot: -310.980379 a.u.
- Kohn-Sham gap: 9.07 eV

Geometry as ORCA input:
```
! RIJCOSX wB97M-V def2-TZVPD def2/J DEFGRID3
* xyz 0 1
C 0.929 1.379 -0.545
C 1.467 1.759 0.606
C -0.622 -0.143 -1.623
C 0.380 0.033 -0.748
C 0.809 -1.097 0.154
C -1.723 -1.163 -1.484
H 0.636 2.170 -1.227
H 1.898 1.053 1.300
H 1.482 2.805 0.884
H -0.821 0.747 -2.220
H 0.056 -1.151 0.948
H 1.712 -0.915 0.725
H 0.743 -2.042 -0.370
H -1.715 -1.517 -0.451
H -1.557 -2.049 -2.101
H -2.699 -0.743 -1.693
H -0.392 -0.962 2.290
H -1.624 -0.463 2.878
O -0.691 -0.202 2.818
*
```

=====

[2]
Computed, not measured: one molecule with the formula C6H12O, with ωB97M-V/def2-TZVPD.

## Properties
- LUMO level: 1.161 eV
- F_max: 0.022 hartree/bohr
- Energy above the lowest of the compared OMol25 structures with the same formula, charge and spin: 26.2 kcal per mole
- E_tot: -311.017500 a.u.
- Kohn-Sham gap: 10.84 eV

Geometry as ORCA input:
```
! RIJCOSX wB97M-V def2-TZVPD def2/J DEFGRID3
* xyz 0 1
C -0.417 -2.551 -0.125
C -0.621 -1.174 -0.760
C 0.389 -0.135 -0.296
C 0.287 1.248 -0.988
C 0.389 2.120 0.255
C -0.545 1.368 1.193
O 0.149 0.113 1.139
H 0.547 -2.991 -0.411
H -0.442 -2.478 0.967
H -1.202 -3.250 -0.439
H -0.580 -1.256 -1.855
H -1.618 -0.793 -0.506
H 1.403 -0.535 -0.476
H 1.092 1.459 -1.699
H -0.669 1.334 -1.526
H 0.463 3.206 0.173
H 1.282 1.770 0.763
H -0.570 1.877 2.167
H -1.590 1.209 0.883
*
```

=====

[3]
Computed, not measured: a 2-piece molecular cluster, C6H12O overall, with ωB97M-V/def2-TZVPD.

## Properties
- LUMO level: 0.863 eV
- F_max: 0.027 hartree/bohr
- Energy above the lowest of the compared OMol25 structures with the same formula, charge and spin: 39.3 kcal per mole
- E_tot: -310.996710 a.u.
- Kohn-Sham gap: 9.74 eV

Geometry as ORCA input:
```
! RIJCOSX wB97M-V def2-TZVPD def2/J DEFGRID3
* xyz 0 1
C 0.196 1.877 -0.012
C -0.893 0.776 -0.036
C -0.505 -0.411 -0.855
C -0.817 -0.479 -2.156
C 0.963 -2.470 -0.718
C 0.483 -1.331 -0.222
H -0.191 2.701 0.593
H 1.167 1.600 0.403
H 0.360 2.271 -1.015
H -1.105 0.481 0.996
H -1.734 1.307 -0.480
H -0.389 -1.192 -2.844
H -1.544 0.250 -2.497
H 0.673 -2.953 -1.636
H 1.666 -2.951 -0.046
H 0.861 -0.928 0.713
H -0.190 0.194 3.850
H 0.385 0.756 2.532
O 0.614 0.500 3.430
*
```